The following is a quantum chemistry calculation of a cluster of 2 separate species, C2H3F3N2O in total, from OMol25.

The HOMO-LUMO gap comes out at 0.3809 Ha. The largest force on an atom is 0.067 hartree/bohr. For the HOMO energy, the calculation gives -10.02 eV.

Last column: natural (NBO) charge in e.
Geometry (Å):
1 N 1.221 -0.508 0.398  -0.85
2 C 1.020 -1.890 0.219  1.07
3 F 0.387 -2.231 -1.037  -0.40
4 F 2.108 -2.622 0.224  -0.31
5 F 0.130 -2.409 1.063  -0.32
6 H 1.583 -0.071 -0.472  0.40
7 H 0.280 -0.239 0.624  0.40
8 C -1.804 2.646 -0.449  0.34
9 N -0.903 1.817 -0.620  -0.15
10 O -1.733 1.873 0.636  -0.42
11 H -2.288 3.634 -0.588  0.23